<one>
14
Properties=species:S:1:pos:R:3:nbo_charge:R:1 method="wB97M-V/def2-TZVPD" e_lumo_ev=1.0 homo_ev=-8.2740 gap_ev=9.27 charge=0
C -1.39 -0.54 -0.13 -0.211
C -0.68 -1.57 -0.55 -0.184
C 0.60 0.42 -1.17 -0.385
C -0.19 0.31 0.16 -0.027
C 0.68 -0.91 -0.45 -0.121
C 0.11 1.17 1.38 -0.627
Cl 2.19 -1.62 -0.01 0.019
H -2.40 -0.39 -0.34 0.212
H -1.11 -2.54 -0.85 0.217
H 0.09 0.55 -2.15 0.215
H 1.37 1.10 -0.96 0.215
H 1.25 1.26 1.36 0.221
H -0.16 0.54 2.28 0.226
H -0.36 2.25 1.44 0.229

<two>
14
Properties=species:S:1:pos:R:3:nbo_charge:R:1 method="wB97M-V/def2-TZVPD" e_lumo_ev=-1.0 homo_ev=-9.0791 gap_ev=8.09 charge=0
C -0.14 -1.39 -1.35 -0.063
C 0.40 -0.20 -1.74 -0.236
C 0.04 -1.07 0.08 -0.120
C -0.09 -1.70 1.23 -0.351
C 0.55 0.26 -0.37 0.362
C 0.47 1.60 0.23 -0.702
Cl 2.98 -0.21 0.05 -0.526
H -0.54 -2.24 -1.87 0.224
H 0.63 0.25 -2.68 0.235
H 0.19 -1.22 2.16 0.217
H -0.44 -2.71 1.29 0.211
H 1.16 2.28 -0.26 0.257
H 0.68 1.55 1.29 0.251
H -0.55 1.98 0.09 0.242

<three>
14
Properties=species:S:1:pos:R:3:nbo_charge:R:1 method="wB97M-V/def2-TZVPD" e_lumo_ev="0.7 / 0.5" homo_ev="-6.9574 / -6.8054" gap_ev="7.62 / 7.31" charge=0
C 0.28 1.24 0.66 -0.244
C -1.00 1.45 0.37 -0.184
C 0.04 0.07 -1.45 -0.435
C 0.56 -0.05 -0.05 0.084
C -1.27 0.39 -0.71 -0.121
C 0.87 -1.24 0.71 -0.659
Cl -2.38 -0.95 -0.65 -0.011
H 0.97 1.54 1.43 0.217
H -1.77 2.10 0.75 0.221
H 0.59 0.88 -1.87 0.216
H 0.10 -0.91 -1.99 0.233
H 1.96 -1.19 0.84 0.234
H 0.55 -2.13 0.21 0.231
H 0.52 -1.19 1.74 0.219

Which of them is least stable? Easy: <three>.